1.
C30H48Cl2N3O6SiTl | wB97M-V/def2-TZVPD

Geometry as XYZ:
```
91
Properties=species:S:1:pos:R:3:forces:R:3:lowdin_charge:R:1
C -1.90963 -0.53220 -5.18897 -0.040 0.366 -0.031 -0.041
C -1.35683 -1.64432 -4.37525 0.427 -0.868 -0.106 -0.238
H -2.03401 -0.78207 -6.24437 -0.017 -0.002 0.193 0.076
H -1.25319 0.33974 -5.10416 -0.121 0.029 -0.048 0.081
H -2.87522 -0.24315 -4.76272 -0.018 0.096 -0.196 0.091
C -0.84799 -2.77483 -4.87868 -0.169 0.226 0.190 -0.094
C -0.72692 -3.04805 -6.34530 0.108 -0.116 -0.703 -0.100
H -0.48726 -3.56465 -4.21896 -0.083 0.292 -0.006 0.105
H -0.39674 -2.15470 -6.90129 -0.143 -0.307 0.201 0.076
H -1.67536 -3.38118 -6.80583 0.330 0.078 0.235 0.087
H 0.02200 -3.83315 -6.53164 -0.293 0.212 0.062 0.072
Tl -0.27275 1.21053 -0.28886 -0.146 -0.399 0.397 1.009
Cl 1.56798 3.00831 -2.16553 -0.446 -0.963 0.194 0.363
C 0.09770 -2.29637 1.54179 0.004 0.162 -0.141 -0.333
O 1.06987 -1.58921 1.25718 -0.717 -0.470 0.225 -0.026
N 0.04661 -3.17912 2.57288 0.507 0.133 -0.345 -0.178
C 1.25624 -3.50613 3.30908 -0.047 0.010 0.115 -0.045
C -1.07856 -4.08483 2.71148 -0.005 0.146 -0.212 -0.048
H -0.85393 -2.24546 0.97442 0.359 0.023 0.259 0.115
H 1.93914 -2.65053 3.29450 -0.179 -0.234 -0.046 0.088
H 1.76231 -4.38946 2.88541 -0.086 0.245 0.037 0.093
H 0.97443 -3.74477 4.34063 0.141 0.097 -0.113 0.084
H -1.98566 -3.56599 2.39127 0.038 -0.129 0.102 0.095
H -1.16492 -4.38242 3.75922 -0.115 0.086 -0.115 0.087
H -0.95197 -4.98204 2.09187 -0.013 0.052 0.162 0.074
H 0.19802 2.85121 5.43498 0.351 0.103 -0.099 0.093
H -1.47942 4.69306 5.07193 -0.059 0.032 -0.154 0.092
C 0.67583 3.24524 4.52766 -0.143 0.044 0.177 -0.029
C -1.20273 4.81724 4.02252 0.114 -0.093 -0.210 -0.028
N -0.37728 3.67888 3.62474 0.465 -0.088 -0.638 -0.167
H 1.25034 2.46180 4.02111 -0.128 0.238 0.294 0.090
C -0.35184 3.22970 2.36252 -0.310 0.273 0.238 -0.310
O 0.47117 2.38747 1.94256 -0.807 0.233 -0.426 -0.100
H -2.10433 4.86872 3.40725 0.099 -0.156 0.102 0.097
H -1.14020 3.68812 1.74309 0.323 -0.354 0.049 0.108
H 1.32614 4.10384 4.75939 -0.128 -0.346 0.084 0.100
H -0.66106 5.76605 3.90097 -0.008 -0.225 0.126 0.095
H 1.81346 0.19504 -3.85160 0.143 0.033 -0.011 0.078
H 2.28987 -2.92313 -3.65211 0.089 0.004 0.024 0.084
C 2.83737 -0.11046 -3.61200 -0.096 0.597 -0.380 -0.048
C 3.13221 -2.50720 -3.08564 -0.167 -0.208 0.041 -0.059
N 2.83677 -1.16503 -2.63532 0.293 -0.078 0.564 -0.190
H 3.37127 0.76007 -3.22147 -0.108 -0.094 -0.056 0.081
C 2.65156 -0.85587 -1.32872 0.291 0.130 -0.076 -0.345
O 2.53107 0.28724 -0.89991 -0.403 -0.331 -0.249 -0.070
H 3.31800 -3.14705 -2.21854 0.002 0.026 -0.145 0.092
H 2.62697 -1.73156 -0.66234 0.050 0.068 0.019 0.127
H 3.32912 -0.45743 -4.52238 -0.030 0.010 0.089 0.090
H 4.01122 -2.51880 -3.74010 -0.053 0.071 0.232 0.093
O -0.26231 -0.44129 -2.75707 0.887 0.845 0.514 -0.044
C -1.24800 -1.33030 -2.88273 -0.864 -1.881 0.475 -0.383
C 0.14395 -3.13406 -1.68739 0.068 0.071 -0.045 -0.054
C -1.10367 -2.59342 -1.99288 -0.016 0.334 0.030 -0.174
H 1.01843 -2.51166 -1.88060 -0.358 -0.503 -0.159 0.072
C 0.25976 -4.39725 -1.09389 -0.043 0.485 0.044 -0.070
H -2.20548 -0.85518 -2.56523 0.264 0.231 -0.069 0.169
C -2.24464 -3.22889 -1.51474 -0.059 -0.241 0.178 -0.026
H 1.26142 -4.80058 -0.90615 -0.455 0.045 -0.031 0.111
C -0.89330 -5.08508 -0.70995 -0.047 0.168 -0.059 -0.105
C -2.14570 -4.46834 -0.86629 0.091 -0.006 -0.124 -0.074
H -3.19793 -2.70245 -1.62422 0.148 -0.460 -0.001 0.126
H -0.79963 -6.08054 -0.26076 -0.168 0.428 -0.151 0.104
H -3.04621 -4.96673 -0.49241 0.339 0.217 -0.164 0.108
Si -0.22744 4.10410 -2.38368 0.935 4.630 0.172 -0.137
Cl -1.52448 2.14495 -2.52599 -0.202 -0.769 0.306 0.266
C 0.96121 5.77162 -2.29873 0.314 -0.777 0.135 -0.307
C -1.14238 4.63295 -0.76994 0.196 -0.737 0.429 -0.233
C -1.00193 4.71564 -3.99508 -1.050 -0.668 -0.304 -0.251
H 1.46010 5.73130 -1.30930 -0.059 0.201 -0.419 -0.005
H 0.47715 6.74935 -2.39963 -0.274 -0.141 0.129 0.007
H 1.76825 5.76640 -3.06213 -0.354 -0.142 0.315 0.006
H -0.40777 4.48148 -4.88580 0.018 0.006 0.186 0.032
H -1.09610 5.81027 -3.92711 0.159 -0.397 0.071 0.029
H -2.01985 4.29801 -4.15610 0.543 0.191 -0.044 0.010
H -1.62708 3.78297 -0.24873 0.014 0.474 -0.161 -0.028
H -1.92017 5.39265 -0.94391 0.177 -0.322 -0.322 0.049
H -0.41932 5.11796 -0.08503 -0.209 -0.349 -0.348 0.031
O -2.67823 1.79339 1.38237 0.718 -1.119 0.244 -0.043
C -2.44490 0.61807 1.77698 -0.090 0.547 -0.137 -0.658
O -2.18191 -0.39466 1.05041 0.661 0.982 -0.045 -0.064
C -2.43267 0.35302 3.28620 -0.086 -0.331 -0.215 -0.131
C -1.23348 0.04531 3.95075 -0.272 0.031 -0.046 -0.033
C -1.24748 -0.25927 5.31387 -0.234 -0.030 -0.210 -0.088
C -2.45879 -0.29469 6.00672 -0.192 0.109 -0.212 -0.099
C -3.64726 0.00244 5.33537 0.081 -0.052 -0.298 -0.086
C -3.64432 0.31798 3.97302 0.253 -0.057 0.261 -0.027
H -0.29736 0.01192 3.39256 -0.188 0.084 0.083 0.112
H -0.32105 -0.51118 5.82616 -0.129 0.068 -0.112 0.102
H -2.49433 -0.58305 7.05640 0.073 0.138 -0.207 0.098
H -4.59777 -0.04029 5.85205 0.048 -0.028 0.106 0.097
H -4.57470 0.48758 3.42338 0.305 0.070 0.302 0.123
```
Positions in Å, forces in eV/Å.

Summary:
- LUMO level (alpha / beta): -3.52 / -2.03 eV
- Net charge: 0
- HOMO-LUMO gap (alpha / beta): 4.4 / 5.9 eV

2.
C30H48ClN4O6PS3TeV | wB97M-V/def2-TZVPD

Geometry as XYZ:
```
95
Properties=species:S:1:pos:R:3:forces:R:3:lowdin_spin:R:1
V -2.04142 0.38170 0.78835 0.265 1.684 1.888 2.758
C -3.91684 -2.09130 3.13150 -0.340 1.099 -0.902 0.008
C -2.64855 -2.80746 3.54128 0.835 0.260 -0.037 0.001
S -1.26150 -2.01648 2.64644 1.287 -1.001 1.348 0.018
C -0.61159 -3.47834 1.80326 0.230 -0.093 0.388 0.002
C -1.15147 -3.67523 0.40143 -0.546 0.724 -0.078 0.001
S -1.82418 -2.08162 -0.26775 0.096 -1.714 -2.544 0.018
C -3.50257 -2.69182 -0.79654 1.300 1.042 0.499 0.005
C -4.44878 -2.34132 0.30959 -0.893 1.027 1.348 0.008
S -3.72440 -1.12103 1.51241 -3.927 -1.262 1.671 0.037
H -4.19896 -1.33919 3.86570 -0.056 0.013 -0.085 0.000
H -4.76169 -2.74767 2.93790 -0.029 0.004 0.237 0.001
H -2.65557 -3.88617 3.31247 -0.020 0.524 0.053 0.000
H -2.38502 -2.66884 4.60560 -0.550 -0.182 -0.431 0.000
H -0.78338 -4.38675 2.40279 0.121 0.444 -0.094 0.001
H 0.44947 -3.30899 1.79666 0.586 -0.053 -0.193 0.000
H -1.93812 -4.44241 0.39960 0.083 0.436 -0.185 0.000
H -0.40073 -3.93149 -0.32926 0.366 -0.447 0.068 0.000
H -3.43333 -3.75652 -0.92085 0.040 -0.328 -0.446 0.000
H -3.72167 -2.17412 -1.71736 -0.143 -0.048 -0.278 0.000
H -4.74111 -3.20543 0.90371 0.066 -0.056 -0.055 0.000
H -5.37247 -1.84174 -0.00286 0.236 -0.306 -0.323 0.000
O -0.22026 3.55978 0.09147 -0.791 -0.075 -0.272 0.006
C -1.39529 3.44627 -0.22747 0.596 0.533 -0.237 0.002
C -2.17681 4.49928 -1.07797 -0.133 -0.471 0.990 0.000
C -3.50193 3.79961 -1.37443 0.216 -0.567 0.863 0.001
C -3.40102 2.46102 -0.63222 0.431 0.189 0.843 0.013
O -4.28402 1.59565 -0.56314 0.849 0.260 -0.285 0.027
N -2.17377 2.33944 -0.00322 -1.387 -0.690 -0.940 0.004
H -1.58892 4.64602 -1.96837 0.231 0.269 -0.355 0.000
H -2.27552 5.45915 -0.53842 0.133 -0.594 -0.168 0.000
H -3.60782 3.55777 -2.40822 -0.231 -0.053 -0.878 0.000
H -4.40645 4.28833 -1.03739 -0.095 0.296 0.058 0.000
C 4.32613 0.09932 -5.64694 0.263 0.227 0.757 0.000
C 3.19166 0.89501 -4.97637 -0.564 0.397 0.067 0.000
C 3.67900 2.33882 -4.71879 -0.053 0.047 0.012 0.000
C 2.02617 0.95010 -5.97684 -0.036 0.083 -0.188 0.000
C 2.73315 0.24606 -3.61793 -0.838 -0.859 -0.019 0.000
O 3.78790 0.21125 -2.68683 0.493 -0.756 -0.144 0.000
C 2.22015 -1.21441 -3.99001 0.543 1.006 -0.070 0.000
C 1.85414 -2.18189 -2.89656 -0.194 0.036 1.095 0.000
C 2.86907 -2.54911 -1.82263 -0.661 -0.132 -0.613 0.000
C 2.56283 -2.35327 -0.48264 -0.030 0.032 0.477 0.000
C 3.49933 -2.60011 0.51289 0.210 -0.059 0.605 0.000
C 4.77373 -3.07513 0.19827 -1.179 0.603 -1.328 0.000
Cl 6.00810 -3.14162 1.38401 0.172 -0.225 0.212 0.000
C 5.02597 -3.37260 -1.13918 0.677 -0.156 0.035 0.000
C 4.06936 -3.15063 -2.14541 0.950 -0.214 0.527 0.000
C 1.65247 1.16461 -2.96416 -0.467 -0.477 0.427 0.000
N 1.16322 0.92191 -1.57485 1.212 0.013 0.768 0.006
C -0.00567 0.42008 -1.13265 1.067 0.204 -0.255 0.018
N -0.05889 0.53424 0.17863 0.728 0.111 0.206 0.018
C 1.11717 1.16970 0.54214 -0.856 -0.811 -1.500 0.008
N 1.92065 1.39706 -0.46311 -1.466 -0.685 -1.155 0.001
H 4.68870 0.64589 -6.51586 0.067 0.078 0.034 0.000
H 4.02499 -0.88311 -5.99293 -0.114 -0.074 -0.101 0.000
H 5.15094 -0.03102 -4.93376 -0.013 0.049 -0.253 0.000
H 4.21092 2.66611 -5.60643 0.127 0.194 -0.117 0.000
H 4.37648 2.36494 -3.87697 -0.082 0.017 -0.067 0.000
H 2.87678 3.08565 -4.53745 0.367 -0.606 -0.123 0.000
H 2.40184 1.42553 -6.88321 -0.086 0.148 -0.068 0.000
H 1.19482 1.56355 -5.60255 0.119 -0.249 -0.189 0.000
H 1.66702 -0.04183 -6.29321 0.060 0.367 0.239 0.000
H 4.14883 -0.69101 -2.69242 0.075 0.473 0.195 0.000
H 2.99605 -1.65735 -4.62683 -0.205 0.041 0.193 0.000
H 1.31583 -1.14304 -4.60971 0.333 0.188 0.074 0.000
H 1.50827 -3.07761 -3.39924 -0.138 -0.367 0.003 0.000
H 1.00515 -1.74945 -2.37340 -0.323 -0.203 0.118 0.000
H 1.55755 -2.01967 -0.20582 0.375 0.189 -0.073 0.000
H 3.29475 -2.40345 1.56415 -0.206 0.048 -0.238 0.000
H 6.03385 -3.73583 -1.35109 -0.397 -0.057 -0.302 0.000
H 4.27844 -3.46705 -3.16941 0.071 0.273 0.231 0.000
H 0.75628 1.06436 -3.55854 -0.280 0.360 -0.289 0.000
H 2.00806 2.19419 -2.94927 -0.132 -0.182 -0.042 0.000
H -0.81326 -0.08195 -1.68802 0.847 0.626 -0.199 0.005
H 1.26699 1.42196 1.55601 0.459 0.365 0.709 0.001
C 1.66671 1.79437 4.76874 -0.114 0.781 0.363 0.000
C 0.49063 2.72294 5.08785 -0.160 -0.030 -1.541 0.000
O -0.53634 2.23957 4.15328 -0.164 -0.589 0.837 0.001
P -2.11768 2.48524 3.95466 -1.024 0.945 -1.709 0.002
O -2.67471 1.46749 2.91684 1.331 -0.062 1.037 0.022
Te -2.25425 4.81190 3.04886 -0.173 -1.179 0.987 0.003
O -2.83185 2.23130 5.42210 0.568 -0.191 -0.963 0.000
C -3.72955 1.14003 5.79681 0.845 1.038 -0.782 0.000
C -4.23726 1.52841 7.15616 -0.833 -0.337 -0.382 0.000
H 2.43319 2.00405 5.51870 0.184 -0.382 -0.088 0.000
H 2.07167 2.05005 3.78829 -0.013 -0.061 0.031 0.000
H 1.35418 0.74342 4.76181 0.119 0.276 0.233 0.000
H 0.73594 3.78729 4.83503 -0.366 -0.860 0.185 0.000
H 0.20337 2.66295 6.13830 -0.413 -0.148 -0.171 0.000
H -3.16399 0.20855 5.79774 0.052 -0.129 0.080 0.000
H -4.52628 1.07376 5.05083 0.028 -0.033 0.068 0.000
H -3.40753 1.75009 7.81644 0.002 -0.046 0.204 0.000
H -4.84891 0.69254 7.52081 0.149 0.235 0.293 0.000
H -4.88657 2.40678 7.04698 0.263 -0.155 0.197 0.000
```
Positions in Å, forces in eV/Å.

Summary:
- LUMO level (alpha / beta): -0.37 / -0.37 eV
- Net charge: 0
- ⟨S²⟩: 3.76
- HOMO-LUMO gap (alpha / beta): 5.3 / 5.3 eV
- 2S+1: 4

Values of relative energy (zero: lowest compared OMol25 entry of this formula, charge and spin), in order: 93.8 75.8, all in kcal/mol.